Entry 1:
18
Properties=species:S:1:pos:R:3:lowdin_charge:R:1 method="wB97M-V/def2-TZVPD" total_charge=+1 e_above_lowest_kcal_mol=89.3 multiplicity=1 e_homo_ha="-0.4084 / -0.4084"
C 1.0692 0.6021 0.2306 -0.4087
C 0.6228 -0.8783 0.2098 -0.1402
C -1.4955 -0.0853 -0.2887 -0.2190
N 0.3869 1.5757 -0.2315 0.1116
N 2.3035 0.7974 0.6717 0.1621
N 1.1660 -1.6109 -0.7786 0.0430
N -2.4816 -0.0576 0.7397 0.0248
N -1.0221 1.2669 -0.5539 0.0182
H 0.4552 -1.5135 1.0377 0.1143
H -1.6139 -0.7924 -1.1400 0.1348
H 2.7448 -0.0555 0.9958 0.1192
H 2.8781 1.6678 0.5831 0.1589
H 1.5008 -2.6520 -0.8152 0.1712
H 1.7398 -1.2446 -1.5245 0.1011
H -2.3167 0.5182 1.6511 0.1491
H -3.0505 -0.8920 0.8260 0.0892
H -1.1883 1.5665 -1.5928 0.2246
H -1.6984 1.7875 -0.0203 0.1457

=====

Entry 2:
127
Properties=species:S:1:pos:R:3:lowdin_charge:R:1 method="wB97M-V/def2-TZVPD" total_charge=+1 multiplicity=1 e_homo_ha=-0.4024
C 1.7723 3.5736 -1.1295 -0.1240
O 1.4685 3.5425 0.2331 -0.1565
C 0.0746 3.7250 0.4925 -0.1980
C -0.6756 2.4143 0.4921 -0.1801
C -0.3408 1.5328 1.6842 -0.1808
C -1.1338 0.2251 1.6744 -0.1457
C -0.3432 -0.9379 1.1102 -0.1072
O -1.1383 -1.6869 0.1338 0.0204
C -0.5139 -1.9409 -1.0026 -0.4544
O -0.1420 -3.0153 -1.3733 0.1586
C -0.3740 -0.7555 -1.9210 -0.0113
C -1.5334 -0.0442 -2.1994 0.0523
C -1.4905 1.0109 -3.0850 -0.0944
N -0.3350 1.3518 -3.6691 -0.1372
P -0.4678 2.7487 -4.8619 0.9108
O 0.2814 3.9045 -4.0392 -0.2363
O 0.5661 2.2700 -5.9839 -0.2361
C 0.7992 0.6656 -3.3956 -0.0171
C 0.8411 -0.4078 -2.5280 -0.0959
C 2.1313 -1.1360 -2.3108 -0.0608
C 3.1565 -0.3595 -1.4424 -0.6436
N 2.4935 0.2191 -0.2867 0.1207
N 4.1873 -1.2993 -0.9539 0.0847
N 3.8451 0.6607 -2.2128 0.1150
H 1.0164 3.0343 -1.7182 0.0542
H 1.8521 4.5971 -1.5036 0.1083
H 2.7377 3.0917 -1.2822 0.0738
H -0.3357 4.4235 -0.2383 0.1252
H 0.0096 4.1812 1.4777 0.1257
H -1.7428 2.6413 0.5346 0.1275
H -0.5003 1.8953 -0.4566 0.0918
H -0.6011 2.0879 2.5842 0.1042
H 0.7348 1.3621 1.7316 0.1118
H -1.4171 -0.0084 2.6893 0.0801
H -2.0316 0.3660 1.0765 0.1169
H 0.5607 -0.5881 0.6108 0.0859
H -0.0416 -1.6317 1.8882 0.1339
H -2.4730 -0.3267 -1.7525 0.1491
H -2.3872 1.5532 -3.3417 0.1315
H 0.7588 3.6282 -3.2425 0.0156
H 1.4495 1.9808 -5.7123 0.0727
H 1.6877 0.9841 -3.9172 0.1195
H 1.9269 -2.1078 -1.8829 0.1105
H 2.5913 -1.3235 -3.2814 0.1336
H 2.8650 -0.2275 0.5433 0.0987
H 2.7149 1.1994 -0.1677 0.0670
H 3.7195 -2.0866 -0.5071 0.0824
H 4.6471 -1.7269 -1.7535 0.0843
H 3.8339 0.5015 -3.2081 0.0744
H 3.5453 1.6005 -2.0027 0.0406
N -3.5324 -6.3530 1.4497 0.0545
C -4.4210 -6.7063 0.5246 -0.1557
C -4.3537 -6.2973 -0.7995 -0.0742
C -3.3070 -5.4739 -1.1825 -0.0793
C -2.3730 -5.0952 -0.2310 -0.0655
C -2.5331 -5.5640 1.0649 -0.1513
H -5.2258 -7.3496 0.8627 0.1034
H -5.1042 -6.6195 -1.5084 0.0996
H -3.2183 -5.1343 -2.2075 0.0985
H -1.5406 -4.4567 -0.4822 0.0651
H -1.8212 -5.2943 1.8383 0.1020
N -3.3888 -1.7134 -5.2837 0.0536
C -4.3646 -2.0301 -6.1315 -0.1437
C -4.3769 -1.6370 -7.4630 -0.0568
C -3.3256 -0.8717 -7.9400 -0.0652
C -2.3020 -0.5315 -7.0680 -0.0694
C -2.3875 -0.9814 -5.7613 -0.1781
H -5.1726 -2.6264 -5.7239 0.1078
H -5.1949 -1.9258 -8.1075 0.1080
H -3.3031 -0.5463 -8.9714 0.1116
H -1.4603 0.0652 -7.3942 0.0958
H -1.6035 -0.7550 -5.0435 0.0752
N -0.7303 -0.1680 5.0877 0.0446
C -1.0789 -1.4287 5.3345 -0.1647
C -1.1430 -1.9726 6.6088 -0.0649
C -0.8237 -1.1642 7.6870 -0.0807
C -0.4554 0.1504 7.4487 -0.0903
C -0.4279 0.5993 6.1386 -0.1493
H -1.3233 -2.0356 4.4672 0.0959
H -1.4355 -3.0042 6.7476 0.1032
H -0.8528 -1.5493 8.6965 0.1062
H -0.1930 0.8117 8.2604 0.1000
H -0.1521 1.6236 5.9096 0.0842
N 2.1343 7.6612 -7.7886 0.0626
C 1.5476 6.4685 -7.7676 -0.1455
C 1.5906 5.6204 -6.6711 -0.0826
C 2.2940 6.0211 -5.5469 -0.0926
C 2.9133 7.2599 -5.5577 -0.0666
C 2.7974 8.0404 -6.7000 -0.1438
H 1.0162 6.1839 -8.6688 0.1066
H 1.1062 4.6589 -6.7056 0.0630
H 2.3631 5.3726 -4.6839 0.0819
H 3.4770 7.6168 -4.7070 0.1023
H 3.2649 9.0171 -6.7486 0.1078
N 1.9978 -0.7224 9.2200 0.0593
C 2.7407 -0.7765 8.1171 -0.1485
C 4.1097 -0.9975 8.1231 -0.0691
C 4.7460 -1.1698 9.3415 -0.0771
C 3.9872 -1.1154 10.4992 -0.0694
C 2.6239 -0.8916 10.3836 -0.1454
H 2.2089 -0.6350 7.1815 0.0957
H 4.6607 -1.0328 7.1934 0.1007
H 5.8130 -1.3437 9.3884 0.1066
H 4.4389 -1.2438 11.4728 0.1029
H 1.9982 -0.8458 11.2683 0.1047
N 1.2417 -6.4411 -2.4005 0.0570
C 1.1263 -7.7647 -2.4776 -0.1515
C 0.1822 -8.4077 -3.2653 -0.0679
C -0.6916 -7.6355 -4.0127 -0.0771
C -0.5850 -6.2555 -3.9415 -0.0797
C 0.3947 -5.7132 -3.1241 -0.1703
H 1.8249 -8.3370 -1.8777 0.1039
H 0.1362 -9.4875 -3.2891 0.1030
H -1.4425 -8.1008 -4.6379 0.1062
H -1.2478 -5.6111 -4.5039 0.0985
H 0.5115 -4.6403 -3.0369 0.0763
N -0.5033 4.2982 5.9793 0.0490
C -0.8153 4.7841 7.1783 -0.1491
C -1.9900 5.4717 7.4459 -0.0659
C -2.8902 5.6680 6.4119 -0.0743
C -2.5788 5.1685 5.1571 -0.0720
C -1.3790 4.4937 4.9970 -0.1622
H -0.0859 4.6135 7.9623 0.1058
H -2.1904 5.8423 8.4413 0.1042
H -3.8173 6.1997 6.5803 0.1077
H -3.2513 5.2974 4.3201 0.0999
H -1.1023 4.0843 4.0301 0.0823

=====

Entry 3:
42
Properties=species:S:1:pos:R:3:lowdin_charge:R:1 method="wB97M-V/def2-TZVPD" e_above_lowest_kcal_mol=302.1 multiplicity=1 e_homo_ha=-0.2571
C -1.2732 -1.2802 -3.6965 -0.0708
O -0.7000 -0.2203 -3.0229 0.0300
H -0.6296 -2.1197 -3.9593 0.1012
H -2.0467 -1.6577 -3.0277 0.1091
H -1.7379 -0.9677 -4.6316 0.0965
H 0.1789 -0.1368 -3.3999 0.1532
C 0.9591 -1.6432 2.3664 -0.0987
C 0.2278 -1.5600 3.6801 -0.3333
O 1.0302 -2.0693 4.7125 -0.0747
H 1.7748 -0.9215 2.3226 0.0749
H 0.2283 -1.5215 1.5668 0.0589
H 1.2713 -2.6875 2.3582 0.0855
H -0.6352 -2.2217 3.6062 0.1183
H -0.1354 -0.5514 3.8771 0.1133
H 1.8089 -1.5409 4.9021 0.0836
C 2.9494 2.8879 -1.5810 -0.0536
C 2.7970 1.4020 -1.2671 -0.3424
O 3.9368 0.6566 -1.6071 -0.0456
H 3.6845 3.4290 -0.9854 0.0767
H 1.9850 3.3954 -1.5595 0.0752
H 3.2539 2.9586 -2.6253 0.0737
H 1.9291 1.0121 -1.7990 0.0614
H 2.5558 1.2355 -0.2173 0.0973
H 3.9868 -0.0051 -0.9134 0.0854
C 0.2817 0.8011 0.7668 -0.0964
C 0.3357 0.0130 -0.5423 -0.1706
O -0.9950 0.0646 -1.0156 0.0315
H 0.0188 1.8380 0.5571 0.1159
H 1.2669 0.7991 1.2334 0.0654
H -0.3952 0.3626 1.5000 0.0755
H 0.8160 -0.9600 -0.4377 0.1398
H 0.9558 0.5567 -1.2550 0.0533
H -0.9842 -0.0999 -1.9614 -0.1436
C -3.9381 0.2585 1.2749 -0.1061
C -3.0192 -0.2674 0.2028 -0.2630
O -1.7721 0.3812 0.4971 -0.2193
H -4.0833 1.3270 1.1155 0.0676
H -3.5778 0.1551 2.2984 0.0710
H -4.9864 -0.0404 1.2736 0.0592
H -3.3550 -0.0266 -0.8059 0.1077
H -2.8909 -1.3383 0.3603 0.1068
H -1.0775 0.3031 -0.1610 -0.3694

=====

Entry 4:
53
Properties=species:S:1:pos:R:3:lowdin_charge:R:1 method="wB97M-V/def2-TZVPD" multiplicity=1 e_homo_ha=-0.3279
C 5.4625 -0.9813 3.6315 -0.0746
C 4.5490 -0.6979 4.6502 -0.0759
C 3.3042 -0.1229 4.3703 -0.0468
C 2.9808 0.2069 3.0386 -0.2492
S 1.3793 0.9107 2.5177 0.7224
C 0.3039 -0.4080 1.8664 -0.1587
C -1.0504 -0.3746 2.5229 -0.2089
C -1.7978 -1.5919 2.6490 -0.0192
C -3.1444 -1.5519 2.9949 0.0133
C -3.7874 -0.3241 3.3007 -0.1516
N -5.1883 -0.2741 3.6101 -0.3098
O -5.7764 0.8132 3.8457 0.0514
O -5.8186 -1.3639 3.6309 0.0423
C -3.0603 0.8689 3.2243 0.0129
C -1.7135 0.8523 2.8858 -0.0096
O 0.9964 1.4815 3.7942 -0.3131
O 1.6365 1.7697 1.3763 -0.3130
C 3.9232 -0.0227 2.0358 -0.0692
C 5.1310 -0.6502 2.3196 -0.0727
H 6.4031 -1.4762 3.8477 0.1041
H 4.8057 -0.9452 5.6806 0.1062
H 2.5969 0.0890 5.1686 0.1114
H 0.8331 -1.3494 2.2021 0.1209
H -1.3164 -2.5569 2.4084 0.1286
H -3.7504 -2.4532 3.0088 0.1175
H -3.5810 1.7983 3.4306 0.1220
H -1.2165 1.8267 2.8051 0.1131
H 3.6790 0.2698 1.0190 0.0929
H 5.8150 -0.8825 1.5051 0.1045
C 0.4283 -0.9328 -0.0684 -0.0631
C 1.8189 -0.9750 -0.5990 -0.2147
C 2.3968 0.0288 -1.4172 -0.0211
C 3.7224 -0.0678 -1.8452 -0.0783
C 4.5142 -1.1738 -1.5107 -0.0816
C 3.9400 -2.1590 -0.7062 -0.0896
C 2.6184 -2.0847 -0.2672 -0.0660
C -0.4654 -2.0314 -0.4992 -0.1841
C -1.8512 -1.7528 -0.6247 -0.0369
C -2.7879 -2.7490 -0.9025 -0.0807
C -2.4007 -4.0768 -1.0782 -0.0822
C -1.0367 -4.3550 -1.0572 -0.0802
C -0.0750 -3.3552 -0.8711 -0.0152
H -0.0512 0.0436 -0.0982 0.1115
H 1.7880 0.8903 -1.7117 0.1239
H 4.1523 0.7231 -2.4719 0.1100
H 5.5484 -1.2499 -1.8591 0.1085
H 4.5316 -3.0151 -0.3979 0.1063
H 2.1841 -2.8713 0.3499 0.1144
H -2.2015 -0.7279 -0.5211 0.1197
H -3.8478 -2.5062 -0.9101 0.1067
H -3.1404 -4.8616 -1.2599 0.1088
H -0.7078 -5.3761 -1.2209 0.1030
H 0.9731 -3.6146 -0.9640 0.0894

=====

Entry 5:
53
Properties=species:S:1:pos:R:3:lowdin_charge:R:1 method="wB97M-V/def2-TZVPD" total_charge=+2 e_above_lowest_kcal_mol=129.5 s2=12.04 multiplicity=7 e_homo_ha="-0.4330 / -0.4388"
Eu 0.2037 0.7597 0.2638 1.4090
P 2.5184 -1.0888 0.4370 0.7259
C 2.3781 -1.1446 -1.3314 -0.4013
C 1.1517 -1.4232 -2.0280 -0.4130
N -0.0636 -0.9115 -1.6352 -0.0517
C -1.2143 -1.4551 -2.1111 -0.3431
C -1.1743 -2.4843 -3.0394 -0.0377
C 0.0408 -2.9616 -3.5071 -0.0263
C 1.2318 -2.4044 -3.0421 -0.0117
C -2.5399 -0.9188 -1.5820 -0.2965
P -2.4767 0.6880 -0.6968 0.7518
H 2.2196 -2.7529 -3.3188 0.1240
H -2.1355 -2.8800 -3.4022 0.1302
H 0.0914 -3.7472 -4.2381 0.1177
H -3.2241 -0.8289 -2.4405 0.1079
H -2.9509 -1.6615 -0.8747 0.1044
H 2.2719 0.9112 -1.7819 -0.0596
H 3.2813 -0.9656 -1.9212 0.0744
H 0.8960 2.7957 -1.5008 0.1184
O 2.3802 1.7985 -1.5701 -0.0512
H 2.8124 2.1223 -2.3875 0.1168
H 0.3726 2.9061 0.0685 0.1209
O 0.0748 2.9375 -0.9415 0.0745
H -0.1840 3.8891 -1.0882 0.2132
C -2.6965 1.8162 -2.1171 -0.2796
H -3.6625 1.5829 -2.5885 0.0635
H -2.7082 2.8599 -1.7670 0.0400
H -1.8923 1.6875 -2.8577 0.0526
C -4.1319 0.7086 0.0488 -0.2595
H -4.1408 1.4989 0.8141 0.0464
H -4.8982 0.9171 -0.7127 0.0641
H -4.3291 -0.2603 0.5327 0.0585
C 2.4112 -2.9108 0.5888 -0.2591
H 3.3569 -3.3441 0.2374 0.0600
H 2.2527 -3.0933 1.6546 0.0334
H 1.5621 -3.2805 -0.0012 0.0478
C 4.3084 -0.7754 0.6966 -0.2553
H 4.4281 -0.6500 1.7844 0.0438
H 4.8851 -1.6466 0.3545 0.0576
H 4.6376 0.1445 0.1884 0.0454
C -1.2573 -0.0715 3.2667 -0.0784
C -0.5650 1.3061 3.2615 -0.5327
C -0.3900 1.8242 4.6947 -0.0474
C 0.7653 1.2791 2.5576 -0.1814
H -0.6071 -0.8397 3.7096 0.0994
H -1.5532 -0.4197 2.2601 0.0408
H -2.1799 -0.0276 3.8626 0.0990
H -1.2413 2.0113 2.7336 0.1220
H 0.2789 1.1603 5.2536 0.1013
H 0.0590 2.8223 4.6810 0.0900
H -1.3518 1.8776 5.2149 0.1005
H 1.3050 2.2372 2.5283 0.0803
H 1.3934 0.4058 2.7893 0.0498

=====

Entry 6:
119
Properties=species:S:1:pos:R:3:lowdin_charge:R:1 method="wB97M-V/def2-TZVPD" total_charge=+2 e_above_lowest_kcal_mol=0.0 multiplicity=1 e_homo_ha="-0.3969 / -0.3966"
Ta 0.2973 0.3485 0.1473 1.2822
S -1.7650 -3.2065 -1.1405 0.1503
P -0.1090 -2.2022 -2.1375 0.6699
C 0.9640 -1.2587 -1.1784 -0.6900
P 2.0686 -2.1911 -0.1641 0.5349
S 2.0880 -1.0147 1.4927 0.3786
C 1.7524 -3.9298 0.2925 -0.3333
C 2.3733 -4.9377 -0.4400 -0.0980
C 2.1502 -6.2599 -0.1062 -0.0665
C 1.3062 -6.5838 0.9420 -0.0495
C 0.6791 -5.5799 1.6616 -0.0594
C 0.8980 -4.2523 1.3409 -0.1086
C 3.7406 -2.2572 -0.8767 -0.3736
C 3.9536 -1.8752 -2.1933 -0.1256
C 5.2163 -1.9815 -2.7459 -0.0610
C 6.2666 -2.4590 -1.9784 -0.0539
C 6.0556 -2.8302 -0.6581 -0.0530
C 4.7943 -2.7291 -0.1002 -0.0829
C -0.7203 -1.3444 -3.6145 -0.3629
C -1.7758 -1.8741 -4.3473 -0.0970
C -2.1337 -1.2854 -5.5483 -0.0603
C -1.4392 -0.1821 -6.0182 -0.0679
C -0.3881 0.3454 -5.2842 -0.0636
C -0.0232 -0.2368 -4.0836 -0.1060
C 0.6089 -3.6900 -2.8923 -0.3552
C 1.5006 -3.4756 -3.9397 -0.0846
C 2.0817 -4.5507 -4.5836 -0.0496
C 1.7532 -5.8427 -4.2073 -0.0472
C 0.8654 -6.0555 -3.1680 -0.0657
C 0.2993 -4.9847 -2.5002 -0.1391
H 3.0230 -4.6901 -1.2672 0.1164
H 2.6384 -7.0358 -0.6717 0.1165
H 1.1406 -7.6178 1.1979 0.1146
H 0.0228 -5.8333 2.4781 0.1095
H 0.4174 -3.4646 1.9040 0.0429
H 3.1196 -1.4969 -2.7679 0.0764
H 5.3757 -1.6984 -3.7742 0.1116
H 7.2527 -2.5393 -2.4078 0.1131
H 6.8740 -3.2095 -0.0665 0.1137
H 4.6101 -3.0109 0.9282 0.1154
H -2.2998 -2.7549 -3.9913 0.0981
H -2.9454 -1.6971 -6.1271 0.1181
H -1.7230 0.2714 -6.9542 0.1167
H 0.1514 1.2004 -5.6634 0.1138
H 0.8051 0.1508 -3.5007 0.0866
H 1.7152 -2.4654 -4.2614 0.1022
H 2.7830 -4.3813 -5.3849 0.1146
H 2.1865 -6.6818 -4.7280 0.1158
H 0.6133 -7.0603 -2.8708 0.1176
H -0.3863 -5.1640 -1.6864 0.0550
C -0.7447 3.2987 3.2722 -0.0123
C -0.4933 2.5709 1.9833 -0.3135
N -0.2248 1.2375 1.9555 -0.2156
N -0.4455 0.5184 3.1105 0.0043
C -0.9351 -0.7201 3.0217 -0.7496
N -1.2182 -1.4374 4.1132 0.1411
S -1.2042 -1.3551 1.4641 0.6376
C -0.5792 3.1404 0.7179 -0.2707
C -0.9946 4.4722 0.4329 -0.0117
C -1.1571 4.8795 -0.8524 -0.0489
C -0.8652 3.9800 -1.9021 -0.0509
C -0.4600 2.7210 -1.5840 -0.1765
N -0.3268 2.2677 -0.3208 -0.1634
H 0.1101 3.2147 3.9460 0.0824
H -1.6261 2.9084 3.7845 0.0850
H -0.9071 4.3554 3.0906 0.0768
H -0.2772 0.9573 4.0141 0.1624
H -1.0798 -1.0914 5.0495 0.1270
H -1.5819 -2.3686 3.9901 0.1133
H -1.2005 5.1415 1.2496 0.1117
H -1.5053 5.8712 -1.0857 0.1165
H -0.9492 4.2915 -2.9283 0.1147
H -0.2192 2.0036 -2.3605 0.1012
C 3.7143 1.2880 -1.3570 -0.2247
P 2.5418 1.9051 -0.0906 0.9765
C 2.3728 3.6680 -0.5570 -0.3496
C 2.4092 4.0753 -1.8881 -0.1022
C 2.3178 5.4201 -2.2023 -0.0697
C 2.2082 6.3693 -1.1993 -0.0613
C 2.1660 5.9680 0.1262 -0.0625
C 2.2210 4.6232 0.4464 -0.0903
C 3.5798 2.0674 1.4062 -0.3882
C 4.9066 2.4695 1.2913 -0.0698
C 5.6658 2.6841 2.4264 -0.0538
C 5.1078 2.5131 3.6819 -0.0582
C 3.7875 2.1148 3.8026 -0.0657
C 3.0283 1.8876 2.6700 -0.1575
H 4.4543 2.0527 -1.5887 0.0573
H 3.1692 1.0343 -2.2651 0.0356
H 4.2119 0.3993 -0.9707 0.0418
H 2.5245 3.3539 -2.6839 0.1031
H 2.3622 5.7315 -3.2341 0.1115
H 2.1658 7.4191 -1.4464 0.1127
H 2.1059 6.7045 0.9148 0.1142
H 2.1769 4.3137 1.4819 0.1072
H 5.3455 2.6262 0.3192 0.1052
H 6.6932 2.9938 2.3235 0.1138
H 5.7011 2.6980 4.5617 0.1124
H 3.3501 1.9848 4.7805 0.1071
H 2.0051 1.5565 2.7555 0.0449
C -3.9110 1.7269 -4.2664 -0.0450
C -4.1974 0.7423 -3.1522 -0.2805
O -3.5764 1.1927 -1.9419 -0.2330
P -2.7662 0.2406 -0.9740 0.2225
O -1.3550 0.0366 -1.4095 -0.5232
Te -3.7961 -1.9588 -0.9284 0.8865
O -2.7342 1.0901 0.3619 -0.3115
C -3.8996 1.7962 0.8295 -0.2291
C -5.0773 0.8686 1.0549 -0.0767
H -4.4418 1.4175 -5.1623 0.0914
H -2.8444 1.7677 -4.4749 0.0650
H -4.2546 2.7176 -3.9833 0.0859
H -3.8195 -0.2542 -3.4136 0.0586
H -5.2716 0.6795 -2.9534 0.1281
H -4.1455 2.5811 0.1093 0.1277
H -3.5718 2.2584 1.7637 0.1254
H -5.4580 0.4942 0.1035 0.0539
H -5.8797 1.4125 1.5473 0.0951
H -4.7805 0.0266 1.6809 0.0786

=====

Number 1: electronic energy -393.715635 a.u.. Number 2: electronic energy -3223.399512 a.u.. Number 3: electronic energy -735.407817 a.u.. Number 4: electronic energy -1757.077537 a.u.. Number 5: electronic energy -2188.184777 a.u.. Number 6: electronic energy -5266.636624 a.u..